162
Properties=species:S:1:pos:R:3:forces:R:3 method="wB97M-V/def2-TZVPD" energy_ha=-3894.60169 charge=+1 spin_multiplicity=4 homo_lumo_gap_ev="6.872 / 7.001"
V -1.647794 -1.602908 2.729514 0.024 0.923 -1.492
B 0.976178 -0.527105 -0.672178 1.074 0.598 -0.052
F 0.127176 -1.610241 -0.622995 -0.750 -1.282 0.242
F 0.495705 0.408157 0.286570 0.239 -0.034 -0.014
F 2.313772 -0.881790 -0.453670 -0.606 -0.174 0.789
F 0.928618 -0.069266 -1.954947 -0.163 0.895 -0.103
C -0.770187 -5.315511 0.376908 -0.610 -0.772 0.998
C -0.313936 -4.364695 1.563125 -0.837 -1.651 -2.540
C 1.124311 -4.278343 1.564595 3.553 0.831 1.226
O -0.828736 -3.071157 1.241741 -1.355 0.623 2.394
H -1.042714 -6.299754 0.757806 0.121 -0.124 0.273
H -0.040066 -5.543139 -0.399764 0.443 0.580 0.259
H -1.679689 -5.014700 -0.143117 0.047 0.506 0.193
H -0.588221 -4.694437 2.565191 -0.992 0.154 -0.175
H 1.502472 -3.705114 2.411051 -0.432 0.986 0.222
H 1.534396 -3.767503 0.693409 0.040 -0.422 -0.259
H 1.719202 -5.140557 1.865900 -0.514 -0.872 -0.990
H -0.564293 -2.831144 0.350641 0.273 0.442 -0.415
C -1.886101 -3.081049 -5.941569 -0.388 -0.174 -0.599
C -1.099381 -3.234147 -4.678058 -0.298 -0.789 1.991
C -1.432532 -4.457341 -3.802331 -0.760 -1.095 -0.578
O 0.237957 -3.441360 -5.005277 0.887 0.644 -0.999
H -1.460012 -2.311147 -6.584845 0.293 -0.129 0.040
H -2.944713 -2.828916 -5.879251 -0.041 -0.027 0.652
H -1.851816 -4.045185 -6.448875 0.135 0.024 -0.312
H -1.180887 -2.412879 -3.966043 -0.163 0.878 -0.412
H -2.477859 -4.765414 -3.780448 -0.307 0.295 0.069
H -1.070181 -4.437411 -2.774515 0.111 0.565 0.039
H -0.908046 -5.301155 -4.250662 -0.006 -0.109 -0.133
H 0.741593 -3.228166 -4.216285 0.563 -0.043 0.276
C 1.866379 1.118860 3.807679 0.445 -0.562 -0.210
C 1.381263 -0.306129 3.884503 1.689 -0.548 1.833
C 0.990629 -0.682510 5.347591 -0.832 -0.754 -0.940
O 0.489063 -0.617996 2.825925 -2.571 -0.650 0.637
H 2.223586 1.231093 2.784006 -0.167 0.779 -0.073
H 2.752416 1.192427 4.438259 -0.012 0.108 0.035
H 1.142501 1.858939 4.148808 -0.095 0.009 -0.356
H 2.202986 -0.986936 3.662317 0.587 0.326 0.138
H -0.077318 -0.585181 5.542812 -0.165 0.456 0.044
H 1.550921 -0.124402 6.097703 -0.060 0.230 -0.336
H 1.199543 -1.732768 5.551111 0.127 -0.123 -0.127
H 0.824915 -0.175013 2.043261 -0.133 0.190 -0.749
C -4.578544 1.012202 3.509518 1.758 1.977 0.886
C -3.067953 1.217938 4.031326 -1.909 0.885 0.846
C -2.946935 1.771008 5.468607 -1.325 1.597 -0.549
O -2.578675 -0.073306 4.210084 1.797 -3.058 -0.806
H -4.848915 2.016119 3.182205 -0.442 -0.250 -0.745
H -5.268435 0.835229 4.334656 0.255 -0.359 0.247
H -4.673483 0.217255 2.769821 0.183 0.398 -0.169
H -2.393128 1.797567 3.401444 -0.276 -0.347 -0.530
H -3.012904 2.852327 5.589067 0.234 0.243 -0.634
H -1.999703 1.509809 5.940435 -0.283 -0.437 0.068
H -3.888154 1.517943 5.956624 0.398 -0.807 0.753
H -2.864125 -0.318208 5.093342 0.151 -0.396 0.225
C -1.301516 4.653551 3.238627 -1.802 0.325 0.329
C -1.397455 6.232373 3.274683 -0.296 -2.544 0.250
C -1.081088 6.607691 4.719293 -0.388 -0.418 -0.115
O -0.421237 6.667258 2.462323 3.521 1.571 -0.716
H -2.184138 4.323894 3.786718 -0.042 -0.487 0.370
H -0.401531 4.270046 3.719313 0.079 0.339 0.101
H -1.392485 4.157608 2.272255 0.152 0.491 -0.418
H -2.251427 6.667506 2.755538 -1.365 -0.578 1.181
H -1.558171 5.988660 5.479098 -0.871 0.030 -0.262
H -1.295733 7.651623 4.947829 0.644 -0.037 0.023
H -0.069996 6.222149 4.850268 0.529 1.066 -0.031
H -0.676926 6.574725 1.541639 -0.137 0.310 -0.356
C 5.695452 -3.655066 2.629882 0.217 -0.356 -1.365
C 5.716349 -2.796756 3.852892 -0.008 -2.490 0.823
C 5.218601 -3.599336 5.052954 -1.022 0.178 1.066
O 7.029030 -2.441823 4.217359 0.210 2.240 0.104
H 6.372551 -4.503087 2.732380 -0.101 -0.227 0.182
H 6.018040 -3.144106 1.722717 0.176 0.390 0.107
H 4.703276 -4.021559 2.366510 -0.141 -0.138 0.341
H 4.997105 -1.995119 3.685014 0.808 0.870 0.161
H 4.225945 -4.042267 4.972070 -0.085 -0.307 -0.628
H 5.060962 -2.957036 5.919390 0.397 0.404 0.049
H 5.913035 -4.360853 5.407863 0.108 -0.085 -0.444
H 7.750882 -3.037437 4.003397 -0.608 -0.432 -0.438
C 3.397482 -1.684651 -3.862467 0.386 -0.157 -0.909
C 3.196916 -2.895345 -3.023777 1.009 -2.101 -1.972
C 4.091688 -3.058816 -1.871243 0.674 0.861 1.952
O 1.861949 -2.976079 -2.708019 -2.474 0.293 1.502
H 4.384850 -1.646918 -4.322646 0.150 0.195 0.273
H 3.203644 -0.807252 -3.245476 0.069 0.229 -0.165
H 2.691699 -1.779885 -4.687639 -0.149 0.499 -0.004
H 3.247177 -3.832918 -3.577418 0.756 0.115 -0.841
H 5.118275 -3.394771 -2.017426 -0.181 -0.155 -0.638
H 3.623088 -3.726627 -1.148375 0.063 -0.064 0.094
H 4.196020 -2.072323 -1.419526 0.087 0.003 0.507
H 1.630865 -2.180022 -2.223776 -0.237 0.069 0.081
C 5.038414 2.079129 1.586773 -0.205 1.318 -1.085
C 4.481878 1.526585 0.236777 1.030 0.492 1.014
C 5.063301 1.897589 -1.121748 -0.263 1.461 1.365
O 4.652881 0.179439 0.331812 -0.538 -3.353 0.563
H 5.952607 1.593864 1.928647 -0.245 -0.341 -0.158
H 4.233903 2.031239 2.320631 0.245 -0.392 0.177
H 5.271393 3.142459 1.530701 0.044 0.218 -0.136
H 3.397813 1.636793 0.264442 -0.244 1.165 -0.301
H 6.017118 1.425654 -1.357574 -0.160 -0.185 0.338
H 5.236932 2.961358 -0.959486 -0.083 0.431 -1.306
H 4.297064 1.612951 -1.842841 0.281 0.462 -0.355
H 3.763856 -0.118108 0.125153 0.423 -1.211 -0.038
C -3.057929 1.484631 0.023604 -0.338 -0.747 -1.437
C -3.250424 -0.137159 -0.006397 -1.434 3.390 0.065
C -3.490814 -0.852316 -1.338422 0.745 0.299 -0.024
O -2.164612 -0.638449 0.731120 0.511 -1.252 1.309
H -2.659926 1.886374 0.955432 0.086 -0.560 0.149
H -3.959386 2.063008 -0.178775 -0.551 -0.519 0.200
H -2.442631 1.868085 -0.790322 0.603 -0.417 -0.011
H -4.157857 -0.224087 0.591197 0.135 -0.551 0.263
H -4.095125 -0.271464 -2.035229 -0.407 -0.033 0.435
H -3.902934 -1.847541 -1.171745 -0.235 0.124 0.001
H -2.581241 -1.006244 -1.919023 0.392 0.043 0.275
H -1.380856 -0.405910 0.227889 0.710 0.022 -0.031
C -4.002063 -3.923856 1.002169 1.105 1.358 0.115
C -4.641629 -2.920880 1.978418 -0.486 -1.749 -1.784
C -5.651290 -3.724985 2.740478 -2.130 0.040 -0.444
O -3.757079 -2.379133 2.893914 2.952 0.841 1.483
H -3.386450 -4.640728 1.545507 -0.594 -0.521 0.118
H -3.257971 -3.446970 0.364199 -0.203 0.234 -0.248
H -4.803827 -4.331389 0.386398 0.340 -0.276 0.109
H -4.979497 -2.052756 1.412460 -0.896 -0.317 -0.164
H -5.304543 -4.240812 3.635907 0.428 0.162 -0.124
H -6.048339 -4.479647 2.061563 -0.024 -0.157 0.251
H -6.539920 -3.143687 2.986496 0.030 0.195 0.401
H -4.263830 -2.168992 3.681720 0.124 0.205 0.219
C 1.161285 1.716828 -6.084697 0.806 0.619 -0.933
C 1.353669 1.518159 -4.622434 -0.869 -0.437 1.522
C 0.986962 2.731007 -3.698708 -0.228 -0.619 -0.704
O 0.439523 0.484975 -4.349864 -1.890 -1.104 -0.152
H 1.638724 0.889985 -6.610509 0.453 0.306 -0.148
H 1.551004 2.701941 -6.341185 0.278 -0.178 -0.579
H 0.144136 1.655184 -6.471602 -0.341 0.257 0.749
H 2.271191 1.001999 -4.339911 0.931 1.087 -0.414
H 1.239995 3.731381 -4.049884 0.451 -0.137 -0.115
H 1.319055 2.584447 -2.670934 0.139 -0.016 -0.062
H -0.102358 2.693077 -3.691617 -0.190 0.141 0.179
H 0.600491 0.034319 -3.517639 0.147 0.360 -0.316
C 0.534343 7.417628 -1.853021 1.058 -1.482 0.117
C -0.081159 6.296599 -0.999100 0.017 0.107 -0.771
C 0.913366 5.324373 -0.315177 0.557 0.592 -0.490
O -1.016000 6.911457 -0.118564 -0.099 -0.475 0.352
H -0.177747 7.964131 -2.471375 -0.214 0.061 0.358
H 1.168671 6.878373 -2.556533 0.302 0.281 -0.237
H 1.176700 8.058794 -1.249385 -0.187 0.203 -0.058
H -0.626397 5.668954 -1.704012 -0.394 -0.126 -0.022
H 1.847992 5.783931 0.006374 -0.200 0.482 0.346
H 1.273113 4.639337 -1.082901 -0.286 -0.188 -0.143
H 0.546378 4.721414 0.515412 -0.416 0.243 -0.095
H -1.333679 7.689792 -0.582105 -0.169 0.115 0.249
C -3.150103 0.366310 -4.419153 -0.356 -0.715 -0.160
C -2.767202 0.798243 -5.868652 -0.374 -0.359 0.671
C -3.832621 0.566155 -6.951551 -0.591 -1.045 0.788
O -2.485536 2.171400 -5.814134 0.301 0.705 -0.103
H -3.934533 0.980775 -3.977341 -0.309 0.118 -0.384
H -2.364579 0.362469 -3.663475 0.775 0.626 -0.546
H -3.441555 -0.681401 -4.345315 -0.455 -0.175 -0.445
H -1.847670 0.268939 -6.118457 0.029 -0.290 -0.165
H -4.601764 1.335663 -7.017711 0.455 0.428 0.004
H -4.418265 -0.302906 -6.651776 -0.008 -0.311 0.098
H -3.471466 0.282599 -7.940115 0.368 0.523 0.078
H -1.794275 2.219698 -5.149735 0.297 0.469 0.052